No. 1
{
  "formula": "H14IO7",
  "method": "the ωB97M-V functional and the def2-TZVPD basis",
  "symbols": ["I", "O", "H", "H", "O", "H", "H", "O", "H", "H", "O", "H", "H", "O", "H", "H", "O", "H", "H", "O", "H", "H"],
  "coordinates": [[-0.14, 0.22, 0.34], [-1.40, -3.30, -0.21], [-0.96, -2.44, -0.20], [-1.38, -3.57, -1.13], [1.32, 2.40, 3.04], [0.88, 2.02, 2.26], [1.49, 1.64, 3.61], [-1.31, 1.21, -3.13], [-0.55, 1.16, -3.71], [-0.95, 1.03, -2.24], [0.53, -2.26, 3.16], [0.48, -1.73, 2.35], [1.08, -1.73, 3.75], [1.70, -2.24, -1.79], [2.23, -1.60, -2.27], [1.12, -1.70, -1.23], [2.53, 2.71, -0.51], [2.41, 3.16, -1.35], [1.80, 2.06, -0.48], [-3.76, 0.98, -0.46], [-2.87, 0.74, -0.15], [-4.23, 1.23, 0.34]],
  "total_charge": -1,
  "e_lumo_ev": 2.955,
  "multiplicity": 1,
  "e_above_lowest_kj_mol": 27.7,
  "homo_lumo_gap_ev": 8.78
}

***

No. 2
{
  "formula": "C3H12N2O",
  "method": "the ωB97M-V functional and the def2-TZVPD basis",
  "symbols": ["N", "C", "C", "C", "N", "H", "H", "H", "H", "H", "H", "H", "H", "H", "H", "H", "H", "O"],
  "coordinates": [[0.02, -0.21, -1.47], [0.58, -0.58, 0.38], [1.89, -1.39, 0.53], [0.37, 0.65, 1.26], [-0.21, 1.89, 0.53], [0.16, 0.40, -2.22], [-0.22, -1.22, 0.47], [0.78, 0.01, -0.64], [1.57, -2.46, 0.84], [2.66, -0.80, 1.26], [2.31, -1.49, -0.51], [-0.25, 0.40, 2.08], [1.38, 0.96, 1.76], [-0.31, 1.70, -0.47], [0.29, 2.74, 0.66], [-1.47, -0.22, -1.12], [-2.59, -1.22, -0.69], [-2.50, -0.33, -0.98]],
  "e_lumo_ev": -0.593,
  "multiplicity": 1,
  "e_above_lowest_kj_mol": 611.8,
  "homo_lumo_gap_ev": 8.53
}

***

No. 3
{
  "formula": "C2H13NO4",
  "method": "the ωB97M-V functional and the def2-TZVPD basis",
  "symbols": ["C", "C", "N", "H", "H", "H", "H", "H", "H", "H", "O", "H", "H", "O", "H", "H", "O", "H", "H", "O"],
  "coordinates": [[-3.69, -1.13, 0.13], [-2.33, 0.78, 0.28], [-2.42, -0.46, 0.43], [-4.51, -0.81, 0.78], [-3.91, -0.88, -0.90], [-3.53, -2.20, 0.27], [-1.38, 1.24, 0.02], [-3.20, 1.40, 0.01], [1.05, -2.17, -2.08], [1.01, -1.72, -3.52], [0.45, -1.78, -2.74], [3.40, -0.84, -1.31], [2.83, -0.99, 0.05], [2.74, -1.36, -0.83], [4.84, 2.81, 1.51], [4.01, 2.21, 0.44], [4.91, 2.19, 0.78], [0.35, 0.83, 1.75], [-0.63, 1.76, 2.34], [0.01, 1.10, 2.61]],
  "e_lumo_ev": 0.163,
  "multiplicity": 1,
  "e_above_lowest_kj_mol": 202.0,
  "smiles": "C=NC.O.O.O.O",
  "homo_lumo_gap_ev": 9.67
}

***

No. 4
{
  "formula": "C25H57Br4N7O7",
  "method": "the ωB97M-V functional and the def2-TZVPD basis",
  "symbols": ["Br", "C", "C", "Br", "H", "H", "H", "H", "Br", "C", "C", "Br", "H", "H", "H", "H", "C", "O", "N", "C", "C", "H", "H", "H", "H", "H", "H", "H", "C", "O", "N", "C", "C", "H", "H", "H", "H", "H", "H", "H", "C", "O", "N", "C", "C", "H", "H", "H", "H", "H", "H", "H", "C", "O", "N", "C", "C", "H", "H", "H", "H", "H", "H", "H", "C", "O", "N", "C", "C", "H", "H", "H", "H", "H", "H", "H", "C", "O", "N", "C", "C", "H", "H", "H", "H", "H", "H", "H", "C", "O", "N", "C", "C", "H", "H", "H", "H", "H", "H", "H"],
  "coordinates": [[0.67, -2.14, 5.26], [1.83, -1.42, 6.68], [3.05, -0.67, 6.03], [4.03, -2.07, 4.95], [2.23, -2.29, 7.21], [1.28, -0.80, 7.38], [3.73, -0.26, 6.78], [2.79, 0.08, 5.28], [-7.76, 0.98, 1.58], [-7.43, -0.81, 0.71], [-7.93, -2.02, 1.55], [-7.17, -3.68, 0.77], [-6.36, -0.82, 0.49], [-8.07, -0.80, -0.17], [-9.01, -2.06, 1.66], [-7.62, -1.95, 2.59], [2.24, -9.09, 2.69], [2.30, -9.93, 3.56], [2.18, -7.77, 2.86], [2.06, -6.88, 1.70], [2.16, -7.10, 4.17], [2.10, -9.38, 1.64], [1.28, -6.18, 2.00], [1.63, -7.45, 0.88], [2.95, -6.31, 1.47], [1.26, -6.54, 4.42], [2.11, -7.91, 4.91], [2.89, -6.32, 4.35], [1.15, -4.49, -3.27], [0.25, -4.78, -2.50], [1.01, -3.88, -4.47], [2.12, -3.85, -5.37], [-0.34, -3.50, -4.87], [2.22, -4.72, -3.16], [1.82, -4.34, -6.29], [3.00, -4.27, -4.87], [2.41, -2.82, -5.57], [-1.08, -3.54, -4.06], [-0.19, -2.44, -5.08], [-0.52, -4.05, -5.79], [-6.04, 4.30, -5.03], [-6.89, 4.46, -5.88], [-6.40, 3.75, -3.86], [-5.48, 3.80, -2.77], [-7.69, 3.15, -3.53], [-5.01, 4.68, -4.98], [-5.45, 2.86, -2.24], [-5.81, 4.51, -2.01], [-4.48, 4.15, -3.04], [-7.63, 2.11, -3.22], [-8.28, 3.74, -2.82], [-8.26, 3.13, -4.46], [-0.28, 3.02, -5.01], [-1.33, 2.95, -5.62], [0.86, 2.36, -5.36], [0.89, 1.57, -6.54], [2.09, 2.41, -4.59], [-0.23, 3.40, -3.98], [1.29, 0.66, -6.10], [1.57, 1.94, -7.31], [-0.05, 1.38, -7.06], [2.23, 1.52, -3.98], [3.01, 2.66, -5.11], [2.04, 3.00, -3.67], [-0.42, 6.70, 5.03], [-0.75, 7.50, 5.87], [0.12, 5.45, 5.25], [0.31, 4.88, 6.59], [0.55, 4.71, 4.13], [-0.47, 6.89, 3.95], [-0.53, 4.23, 6.85], [0.34, 5.69, 7.32], [1.23, 4.33, 6.76], [1.57, 4.40, 4.35], [0.06, 3.74, 4.10], [0.54, 5.26, 3.19], [5.94, 2.21, 1.70], [5.80, 3.32, 2.26], [6.22, 2.02, 0.38], [6.38, 0.73, -0.32], [6.38, 3.11, -0.53], [5.85, 1.24, 2.21], [5.70, 0.53, -1.15], [6.36, -0.16, 0.31], [7.36, 0.67, -0.79], [5.52, 3.08, -1.20], [6.30, 4.13, -0.15], [7.32, 3.10, -1.07], [0.81, -0.31, 0.98], [1.65, 0.52, 1.27], [-0.41, -0.11, 0.47], [-1.33, -1.23, 0.21], [-0.98, 1.21, 0.22], [0.98, -1.38, 1.18], [-2.34, -0.98, 0.52], [-1.13, -2.20, 0.67], [-1.49, -1.27, -0.87], [-0.27, 1.96, 0.59], [-1.13, 1.39, -0.84], [-1.96, 1.40, 0.65]],
  "e_lumo_ev": -0.216,
  "multiplicity": 1,
  "e_above_lowest_kj_mol": 333.0,
  "smiles": "CN(C)C=O.CN(C)C=O.CN(C)C=O.CN(C)C=O.CN(C)C=O.CN(C)C=O.CN(C)C=O.BrCCBr.BrCCBr",
  "homo_lumo_gap_ev": 8.97
}

***

Q: Which formula does entry 3 have?
A: C2H13NO4

***

Q: Number 3 is which compound?
A: C2H13NO4

***

Q: Look up the multiplicity of the second one.
A: 1